[1]
DFT (wB97M-V/def2-TZVPD) results for a molecular structure, C45H43BN4P2PdS2Si.

```
! RIJCOSX wB97M-V def2-TZVPD def2/J DEFGRID3
* xyz 0 1
Pd -0.50900 -0.07590 -0.48795
S 5.04527 0.16926 -0.80206
S 1.34729 -1.66096 -0.03169
P -2.25584 -1.56523 -0.63342
P 0.42012 2.03550 -0.97535
Si -2.19422 1.28935 0.28835
N 4.55152 0.27423 1.86377
N 1.99749 -2.39462 -2.62484
N 3.56474 -2.74858 -1.15540
N 4.39133 -1.74054 1.06270
C 4.22946 -0.55415 2.92196
C -2.51383 -2.15532 -2.33558
C 1.78439 3.04428 -0.29928
C 1.68687 0.94624 -5.25586
C -2.97258 -2.88938 -4.98256
C 2.32057 -2.27808 -1.31296
C 3.00598 3.22523 -0.93782
C 3.65497 4.84088 0.72530
C 3.07747 -2.92526 -3.30481
C -6.28742 0.30107 0.48908
C 2.02637 0.87229 -2.87686
C -3.00056 5.04965 -1.43736
C 0.53517 1.69810 -5.06987
C -2.82350 -3.17518 1.58632
C -2.16461 2.92701 -0.64357
C -1.81234 1.62687 2.09927
C -2.10903 -3.04904 0.39728
C 0.69756 -2.12206 -3.17937
C 0.89006 1.66198 -2.69039
C 1.51756 3.75583 0.87299
C -2.56017 -1.59735 -4.68258
C 2.43518 0.53933 -4.15787
C 0.14011 2.06760 -3.79062
C -2.33058 -1.23359 -3.36663
C -5.10981 1.02412 0.59498
C -3.16346 -3.80859 -3.96128
C -1.16104 -4.01593 0.06320
C -0.95217 -5.10593 0.89140
C -0.89523 3.29033 -1.09675
C 3.93402 4.12452 -0.42620
C 4.70451 1.70672 1.93272
C -1.67630 -5.23347 2.06922
C 4.12958 -1.79816 2.41280
C -3.88496 -0.86804 -0.22102
C -2.93963 -3.44428 -2.64102
C -3.89070 0.45582 0.22293
C 2.44502 4.64713 1.38210
C -3.21953 3.82012 -0.83568
C -1.72151 5.41732 -1.84137
C -0.66424 4.54057 -1.66837
C 4.65385 -0.46281 0.72386
C -6.26741 -1.00627 0.01577
C -5.06618 -1.59728 -0.33404
C -2.60723 -4.26512 2.41566
C 4.04209 -3.13057 -2.38445
B 4.35800 -3.00469 0.17089
H -5.14350 2.03697 0.97901
H -2.60152 2.22809 2.55829
H -1.50622 -6.08146 2.71944
H -1.74767 0.68143 2.64110
H 5.46574 -3.35960 -0.15666
H 5.60238 2.01014 1.39604
H 0.24847 -1.35424 -2.55364
H 4.37863 5.54311 1.11863
H -0.56963 -3.90452 -0.83663
H -0.20863 -5.84566 0.62625
H -3.55068 -2.42388 1.86813
H 5.04147 -3.50887 -2.48804
H -4.21970 3.55632 -0.51515
H 3.04838 -3.09684 -4.36512
H 3.33444 -0.05060 -4.28383
H -3.14299 -3.17984 -6.01090
H 3.84697 2.20278 1.48062
H -3.16671 -4.35520 3.33754
H -7.19149 -1.56232 -0.07239
H 0.06978 -3.01625 -3.16388
H -2.40539 -0.87537 -5.47372
H 2.00172 0.67802 -6.25644
H 4.88305 4.24440 -0.93176
H -7.22764 0.75420 0.77609
H 0.78994 -1.75385 -4.20024
H -0.74832 2.67260 -3.65344
H 4.09811 -0.17980 3.92062
H -3.48563 -4.81546 -4.19224
H -0.86478 2.14965 2.22391
H -1.98712 -0.22943 -3.13515
H 4.77988 1.99739 2.97919
H -3.82794 5.73191 -1.58626
H -3.08149 -4.16988 -1.85000
H 3.25409 2.67190 -1.83063
H 3.87795 -2.72815 2.88703
H 2.61763 0.52854 -2.03125
H 3.77106 -3.85413 0.80739
H 0.56445 3.63346 1.37346
H 2.22188 5.19589 2.28803
H -5.04427 -2.62003 -0.69153
H -0.04904 2.01394 -5.92467
H -1.55439 6.38367 -2.29911
H 0.33480 4.81429 -1.98835
*
```

## Properties
E_LUMO = 0.124 eV
Total energy = -105611.1046 eV

***

[2]
DFT (wB97M-V/def2-TZVPD) results for a molecular structure, C45H43I2LaN9O11PS5.

```
! RIJCOSX wB97M-V def2-TZVPD def2/J DEFGRID3
* xyz 0 1
La 0.44765 -0.27962 -0.62171
I -2.17351 4.67146 2.16724
I -0.75346 2.24604 1.76414
S 4.21704 -0.10694 -0.95446
S -2.84052 -0.21324 -4.99170
S 0.40976 4.66428 -2.66834
S 3.69334 1.70588 -3.49572
S 1.22402 -3.22944 -1.71616
P -0.35096 -3.50495 1.37702
O 1.91767 1.17319 0.91396
O 3.55307 -2.98329 1.36040
O 2.24794 -0.72467 3.70778
O 2.43029 -2.69915 -1.11595
O 0.02332 -2.38264 -1.34848
O 4.23338 -0.43233 0.43792
O -1.95627 0.69393 -0.57272
O 0.06241 0.14263 1.62578
O 4.98863 1.08974 -1.22819
O 1.28634 -3.45759 -3.13164
O 1.83212 -1.60005 1.23782
N 1.52656 0.28817 -3.49640
N 0.16469 2.25226 -1.81270
N 6.23833 -5.05821 -3.51731
N -2.81326 -1.04186 1.62302
N 1.62052 3.61088 -0.52872
N -1.20789 -0.05734 -3.01894
N -4.11381 0.28813 -0.98244
N -1.93428 -2.26854 -3.50477
N 2.68153 0.08525 -1.45914
C 5.64534 -2.39991 -1.03684
C -0.64291 3.60257 -3.51455
C 0.77641 -7.31687 0.19563
C -1.40945 1.23612 -3.49664
C -3.35669 2.59525 -1.01287
C -3.06474 1.13112 -0.83988
C 6.07942 -3.58272 -1.60601
C 2.69713 1.71219 -4.90252
C -4.08081 -4.67473 0.24077
C 1.31645 0.60306 1.82316
C 1.57824 -4.59217 3.20084
C -2.64409 -4.81185 2.61347
C 1.54984 -4.14490 5.57133
C 4.76270 -1.69935 -3.16187
C -3.89447 -0.79894 3.74812
C -5.13768 -0.86064 3.13910
C 1.88241 0.55793 3.24426
C -5.19682 -0.99552 1.76447
C -2.78263 -4.19771 0.30171
C -4.01046 -1.08098 1.04108
C -3.95371 -5.28815 2.55567
C 0.25997 -6.22672 0.87175
C 0.37070 -3.91716 3.02564
C 1.61691 0.92281 -4.72486
C -2.76841 -0.89348 2.94708
C 0.78882 3.38100 -1.56857
C 1.38356 -7.15128 -1.04392
C -4.67690 -5.21513 1.37648
C 2.54929 0.59006 -2.75819
C -0.22819 -3.35451 4.15787
C -1.87566 -0.91556 -3.73405
C 5.20316 -2.87837 -3.72809
C 2.90619 -1.88470 1.72088
C 0.95011 -4.78988 -0.90788
C 0.34666 -3.46833 5.41474
C 4.95066 -1.47002 -1.79784
C 2.15723 -4.71301 4.46061
C -4.04523 -1.09131 -0.47632
C 0.35160 -4.92957 0.36309
C -2.26646 1.33911 -4.53312
C 1.45977 -5.89088 -1.60243
C -0.64583 2.38465 -2.94273
C 5.82647 -3.85591 -2.94844
C 3.32981 -1.33920 3.05941
C -2.04437 -4.25318 1.49024
H -1.16741 -2.81908 4.06012
H 6.60452 -4.31284 -0.99965
H 1.90040 -5.73022 -2.57890
H -4.63574 -4.61672 -0.68904
H -2.32328 -3.77156 -0.58790
H 4.25956 -0.97686 -3.78884
H -1.18294 3.93623 -4.38677
H 3.25716 -3.17571 0.44229
H 2.01995 2.81285 -0.05104
H -1.77225 -0.84560 3.37833
H -2.43117 3.16300 -1.02321
H 5.80532 -5.30759 -4.38893
H -4.40495 -5.71809 3.44174
H -3.79577 -0.67185 4.81916
H 2.16910 4.45150 -0.53647
H 5.03898 -3.06168 -4.78502
H 2.00937 -4.22549 6.54900
H 2.97663 2.27054 -5.78505
H -2.09493 -4.89217 3.54257
H -5.02821 0.69448 -1.08799
H -2.16534 -2.84399 -4.29563
H -1.18333 -2.61709 -2.92466
H -6.15351 -1.04005 1.25238
H -3.14264 -1.55196 -0.86579
H 0.71316 -8.30355 0.64110
H 3.62800 -2.18495 3.67327
H 4.17328 -0.65400 2.93313
H -4.91870 -1.62963 -0.83669
H 2.71925 1.25606 3.27222
H 6.36382 -5.83218 -2.88894
H -6.04644 -0.79789 3.72657
H -0.14142 -3.01629 6.27025
H 0.84267 0.74183 -5.46094
H -3.94940 2.94634 -0.16382
H -0.21827 -6.37900 1.83281
H -3.91184 2.77285 -1.93724
H 1.10122 0.88577 3.92183
H 1.79491 -8.00385 -1.57095
H -2.58184 2.22508 -5.06420
H 3.09259 -5.25057 4.56622
H 5.82167 -2.20436 0.01352
H -5.69617 -5.58029 1.33857
H 2.08683 -5.03104 2.35565
*
```

## Properties
E_LUMO = -0.036 eV
Total energy = -163829.9765 eV

***

- What is the total energy in the second record?
  -163829.9765 eV